Entry one
{"formula": "C3H3NO4", "method": "wB97M-V/def2-TZVPD", "multiplicity": 1, "e_lumo_ev": 0.009, "orbital_gap_ev": 8.839, "symbols": ["C", "C", "C", "H", "H", "H", "N", "O", "O", "O", "O"], "coordinates": [[0.57021, 0.25305, 0.46089], [-1.10416, -0.94219, 0.97738], [-1.07029, -0.88167, -0.35937], [1.54367, 1.69437, -1.44648], [-2.13633, -1.25307, 1.59146], [-1.03174, -1.61054, -2.11793], [1.00408, 1.63104, 0.60601], [1.94704, 1.98090, -0.50599], [0.07937, -0.23995, 1.52081], [-1.72332, -1.51268, -1.31182], [0.22457, -0.33117, -0.79583]], "nbo_charge": [0.7101, -0.0902, 0.5109, 0.4451, 0.2595, 0.5202, -0.1988, -0.5998, -0.4062, -0.6422, -0.5089]}

***

Entry two
{"formula": "C3H3NO4", "method": "wB97M-V/def2-TZVPD", "multiplicity": 1, "e_lumo_ev": -0.993, "orbital_gap_ev": 9.220, "symbols": ["C", "C", "C", "H", "H", "H", "N", "O", "O", "O", "O"], "coordinates": [[0.66223, 0.47762, 0.64467], [-0.43447, -0.01091, 1.28144], [-1.35700, -0.27574, 0.20743], [2.53764, 0.75032, 0.64865], [-0.71753, 0.22705, 2.35912], [0.81992, -1.61775, -2.29604], [0.73775, 0.39178, -0.88859], [1.73499, 1.01417, 1.19101], [-2.47851, -0.48021, 0.19956], [-0.73751, 0.02362, -1.18421], [1.35243, -0.96357, -1.11796]], "nbo_charge": [0.5172, -0.4680, 0.7633, 0.5102, 0.2749, 0.5034, 0.0874, -0.6395, -0.5011, -0.4378, -0.6102]}

***

Stability, lowest: entry two

***

Entry one
{"formula": "H20O10", "method": "wB97M-V/def2-TZVPD", "multiplicity": 2, "e_lumo_ev": [2.812, 2.822], "orbital_gap_ev": [2.983, 10.651], "charge": -1, "symbols": ["O", "H", "H", "O", "H", "H", "O", "H", "H", "O", "H", "H", "O", "H", "H", "O", "H", "H", "O", "H", "H", "O", "H", "H", "O", "H", "H", "O", "H", "H"], "coordinates": [[-2.01618, 3.31652, 0.65914], [-1.09973, 3.40468, 0.39728], [-2.41117, 2.77862, -0.02706], [0.18511, 1.35735, -2.25727], [1.07170, 1.01746, -2.13614], [-0.09370, 1.00476, -3.10236], [2.38567, -1.56158, -1.61333], [1.46930, -1.80735, -1.48648], [2.37079, -0.60699, -1.68227], [0.19095, 0.58957, 0.38274], [-0.22413, 0.76490, -0.46177], [-0.06504, -0.30820, 0.59419], [2.37685, 1.86723, 1.55184], [1.57326, 1.61837, 1.09519], [3.03681, 1.25449, 1.22745], [-0.19243, 4.06631, -1.57038], [-0.53954, 4.51087, -2.34376], [-0.03559, 3.16766, -1.86033], [0.17090, -3.17404, -0.44759], [-0.01987, -3.74099, -1.19487], [-0.68737, -2.87223, -0.15007], [1.76846, -2.02642, 1.60745], [1.25795, -2.21941, 2.39383], [1.29879, -2.47048, 0.90145], [-0.92745, -1.94226, 3.30636], [-1.41390, -1.18790, 2.97390], [-0.43825, -1.60131, 4.05514], [-2.65215, -1.90969, -0.22367], [-3.46323, -2.28980, -0.56114], [-2.87680, -1.00014, -0.02749]], "lowdin_spin": [0.0361, 0.0062, 0.0254, 0.1497, 0.0287, 0.0647, 0.0472, 0.0168, 0.0158, 0.0505, 0.0272, 0.0204, 0.0175, 0.0066, 0.0036, 0.0315, 0.0077, 0.0106, 0.0674, 0.0195, 0.0180, 0.0163, 0.0036, 0.0062, 0.0324, 0.0156, 0.0037, 0.1575, 0.0367, 0.0570]}

***

Entry two
{"formula": "H20O10", "method": "wB97M-V/def2-TZVPD", "multiplicity": 2, "e_lumo_ev": [3.035, 2.850], "orbital_gap_ev": [3.547, 11.037], "charge": -1, "symbols": ["O", "H", "H", "O", "H", "H", "O", "H", "H", "O", "H", "H", "O", "H", "H", "O", "H", "H", "O", "H", "H", "O", "H", "H", "O", "H", "H", "O", "H", "H"], "coordinates": [[-18.21567, -17.44563, 23.44070], [-18.86659, -16.82259, 23.11766], [-17.79604, -16.99573, 24.17400], [-24.58816, -13.95399, 22.78839], [-24.33210, -13.61511, 21.93058], [-23.77861, -13.95070, 23.29913], [-20.49464, -15.57696, 22.92970], [-21.09050, -15.00231, 23.41029], [-20.21963, -15.05891, 22.17324], [-19.78106, -12.49028, 22.83946], [-18.98374, -11.98978, 22.66622], [-20.34205, -11.88690, 23.32675], [-19.94559, -13.70497, 20.26813], [-20.60880, -13.32739, 19.69036], [-19.94109, -13.13209, 21.03495], [-20.02563, -17.57847, 25.87894], [-20.22174, -18.49186, 25.67041], [-19.56456, -17.24977, 25.10719], [-18.05534, -15.33080, 19.32410], [-18.50553, -15.50715, 18.49799], [-18.65412, -14.76100, 19.80683], [-22.59492, -13.72118, 24.53043], [-22.00251, -14.12589, 25.16406], [-22.52266, -12.78194, 24.70024], [-16.96822, -13.55401, 21.97770], [-17.88613, -13.82461, 21.99899], [-16.98957, -12.65939, 21.63795], [-20.95431, -18.96502, 23.57951], [-20.15459, -19.41655, 23.30970], [-20.81444, -18.05407, 23.32099]], "lowdin_spin": [0.0092, 0.0033, 0.0018, 0.0378, 0.0131, 0.0077, 0.0479, 0.0139, 0.0141, 0.2494, 0.0598, 0.0979, 0.0774, 0.0207, 0.0250, 0.0089, 0.0007, 0.0015, 0.0193, 0.0030, 0.0075, 0.0906, 0.0212, 0.0531, 0.0631, 0.0196, 0.0255, 0.0047, 0.0007, 0.0017]}

***

Stability, lowest: entry one

***

Entry one
{"formula": "H20NO8", "method": "wB97M-V/def2-TZVPD", "multiplicity": 1, "e_lumo_ev": -3.479, "orbital_gap_ev": 11.071, "charge": 1, "symbols": ["N", "H", "H", "H", "H", "O", "H", "H", "O", "H", "H", "O", "H", "H", "O", "H", "H", "O", "H", "H", "O", "H", "H", "O", "H", "H", "O", "H", "H"], "coordinates": [[1.13676, -0.44024, 0.42386], [1.54576, 0.22376, -0.19714], [1.76476, -0.94724, 0.92486], [0.57476, -0.99624, -0.14814], [0.49876, 0.01276, 1.02386], [0.22876, -1.73724, -2.57414], [-0.46324, -1.29724, -2.02814], [-0.15924, -2.53524, -2.90214], [-0.35324, -3.36824, 0.66686], [-1.21324, -3.11524, 0.50386], [-0.34024, -3.59724, 1.54886], [2.86276, 2.32276, -1.40914], [1.94776, 2.07576, -1.65914], [2.72676, 3.02476, -0.78414], [0.09076, 2.68976, 0.82686], [-0.56824, 2.92176, 0.13886], [0.92876, 3.07976, 0.47686], [-0.43924, -1.16724, 3.66886], [0.49676, -0.89924, 3.67186], [-0.98324, -0.73424, 3.04486], [-1.78424, 0.48576, 1.88286], [-2.69024, 0.82776, 1.84486], [-1.24824, 1.16576, 2.37986], [0.75476, 1.16976, -2.57714], [0.63076, 0.30576, -2.97014], [0.13976, 1.72176, -3.08514], [-1.67324, -0.51424, -0.92314], [-2.02924, 0.30676, -1.25714], [-2.38324, -0.98524, -0.51314]], "nbo_charge": [-0.8168, 0.4552, 0.4324, 0.4609, 0.4475, -0.9909, 0.4845, 0.4929, -0.9356, 0.4588, 0.4801, -0.9414, 0.4785, 0.4487, -0.9616, 0.4828, 0.4785, -0.9622, 0.4677, 0.4841, -0.9868, 0.4999, 0.5021, -0.9857, 0.5131, 0.4890, -0.9660, 0.4959, 0.4941]}

***

Entry two
{"formula": "H20NO8", "method": "wB97M-V/def2-TZVPD", "multiplicity": 1, "e_lumo_ev": -2.856, "orbital_gap_ev": 11.200, "charge": 1, "symbols": ["N", "H", "H", "H", "H", "O", "H", "H", "O", "H", "H", "O", "H", "H", "O", "H", "H", "O", "H", "H", "O", "H", "H", "O", "H", "H", "O", "H", "H"], "coordinates": [[-0.38159, 0.27788, -0.18174], [-1.11564, -0.39899, 0.03951], [-0.07612, 0.73048, 0.68656], [-0.78794, 0.97761, -0.84241], [0.40461, -0.15929, -0.67161], [-2.78436, -0.06586, 1.17040], [-2.60598, 0.37685, 2.00999], [-3.74577, -0.13602, 1.12783], [2.83195, -0.01566, 0.92261], [3.03122, 0.84616, 1.30437], [2.13166, -0.38336, 1.48691], [0.18078, 0.62045, 2.63145], [0.02336, -0.01975, 3.33496], [0.68512, 1.32890, 3.05456], [0.84077, -2.50087, 2.08575], [0.26238, -2.47348, 2.85422], [0.26101, -2.78060, 1.34603], [-1.83764, 2.47679, -1.21799], [-2.07315, 2.74913, -2.11304], [-1.22345, 3.15708, -0.90736], [0.69230, 2.25897, -2.88659], [0.08612, 2.93542, -3.20739], [0.57216, 1.51939, -3.49302], [1.75894, -0.90430, -1.94017], [1.79831, -1.05053, -2.89310], [2.65211, -1.09664, -1.61881], [-0.51169, -2.62218, -0.32374], [-1.20968, -3.15643, -0.72586], [0.14021, -2.49114, -1.03235]], "nbo_charge": [-0.9147, 0.4686, 0.4522, 0.4604, 0.4570, -0.9695, 0.4858, 0.4938, -0.9603, 0.4704, 0.4900, -0.9741, 0.4968, 0.4918, -0.9707, 0.4610, 0.4974, -0.9436, 0.4867, 0.4850, -0.9373, 0.4670, 0.4720, -0.9815, 0.4875, 0.5110, -0.9759, 0.4953, 0.4982]}

***

Stability, lowest: entry one

***

Entry one
{"formula": "C4H17NO4", "method": "wB97M-V/def2-TZVPD", "multiplicity": 1, "e_lumo_ev": 0.474, "orbital_gap_ev": 9.593, "symbols": ["C", "C", "C", "O", "C", "N", "H", "H", "H", "H", "H", "H", "H", "H", "H", "H", "H", "H", "H", "O", "H", "H", "O", "H", "H", "O"], "coordinates": [[1.36767, 0.03627, -0.41033], [0.24292, 0.19259, -1.44777], [0.67373, -0.48317, -2.77760], [-0.14175, 1.55160, -1.60108], [1.04924, 0.73860, 0.93343], [0.13977, -0.03096, 1.75812], [1.51222, -1.02384, -0.19082], [2.27699, 0.41886, -0.87208], [-0.66939, -0.28097, -1.07902], [0.51546, 0.04334, -3.70891], [0.15781, -1.45321, -2.85591], [1.64389, -0.92911, -2.54789], [0.61797, 2.07132, -1.87838], [2.05152, 0.90720, 1.31742], [0.60510, 1.71383, 0.77458], [0.45400, -0.88001, 2.19944], [-0.69846, -0.24060, 1.24663], [-0.68569, 2.53852, 2.02712], [-0.33285, 1.52310, 3.13114], [-0.33388, 2.46012, 2.90625], [-4.00443, -0.31396, -0.27221], [-2.87887, 0.68586, 0.28326], [-3.20450, -0.21359, 0.24414], [-0.65642, -3.58969, 0.92123], [0.40016, -2.53229, 0.58562], [-0.10219, -2.90981, 1.31362]], "nbo_charge": [-0.4265, 0.0877, -0.6580, -0.7233, -0.2229, -0.8768, 0.1831, 0.1972, 0.1786, 0.2320, 0.2131, 0.2095, 0.4618, 0.2005, 0.1968, 0.3846, 0.3664, 0.4551, 0.4952, -0.9574, 0.4822, 0.4817, -0.9614, 0.4764, 0.4668, -0.9425]}

***

Entry two
{"formula": "C4H17NO4", "method": "wB97M-V/def2-TZVPD", "multiplicity": 1, "e_lumo_ev": 0.317, "orbital_gap_ev": 10.056, "symbols": ["O", "H", "H", "O", "H", "H", "O", "H", "H", "C", "C", "C", "O", "C", "N", "H", "H", "H", "H", "H", "H", "H", "H", "H", "H", "H"], "coordinates": [[-4.11763, -1.08200, -1.65327], [-4.97403, -1.04902, -1.22697], [-4.10423, -0.31413, -2.22462], [-1.19562, -4.24424, 1.02872], [-1.45911, -3.36173, 0.76802], [-1.42752, -4.79473, 0.28078], [-1.78944, -1.56480, -0.07615], [-1.52819, -0.66918, 0.13798], [-2.52042, -1.46236, -0.68558], [0.99674, 1.11806, -1.69499], [0.48248, 0.68710, -0.31412], [1.41013, 1.20980, 0.82120], [2.68855, 0.59013, 0.71011], [3.45540, 0.94032, 1.81783], [-0.80704, 1.13985, 0.00529], [0.83542, 2.18415, -1.85476], [0.46454, 0.52929, -2.44212], [2.06541, 0.92281, -1.78399], [0.47482, -0.40251, -0.28586], [0.96719, 0.93512, 1.77852], [1.38209, 2.29887, 0.85635], [3.17787, 1.95033, 2.11945], [4.50916, 0.82691, 1.56323], [3.24329, 0.30795, 2.67993], [-0.89616, 2.00608, 0.51694], [-1.33369, 1.29794, -0.84191]], "nbo_charge": [-0.9453, 0.4824, 0.4760, -0.9620, 0.4963, 0.4576, -1.0030, 0.4897, 0.4901, -0.6275, -0.0722, -0.0629, -0.5328, -0.2421, -0.8569, 0.1969, 0.2079, 0.2313, 0.2020, 0.1695, 0.1558, 0.1614, 0.1919, 0.1665, 0.3693, 0.3600]}

***

Stability, lowest: entry one

***

Entry one
{"formula": "C4H10O", "method": "wB97M-V/def2-TZVPD", "multiplicity": 1, "e_lumo_ev": -0.148, "orbital_gap_ev": 6.735, "symbols": ["C", "O", "C", "C", "C", "H", "H", "H", "H", "H", "H", "H", "H", "H", "H"], "coordinates": [[-0.72215, -1.19103, -0.38839], [-1.05062, 1.10034, 1.55230], [0.37259, -1.24260, 0.35349], [0.47948, -0.24530, -1.14346], [0.92605, 1.11288, -0.51200], [-1.49918, -0.47567, -0.07720], [-1.00031, -1.99696, -1.00557], [-1.37825, 1.48327, 2.38795], [0.37765, -0.61689, 1.25690], [1.08592, -2.05720, 0.28571], [1.32312, -0.78685, -1.58454], [-0.15668, 0.00882, -1.99118], [1.81529, 0.90619, 0.06289], [1.04303, 1.88411, -1.24989], [0.10023, 1.42937, 0.19215]], "nbo_charge": [-0.3072, -1.3568, -0.1431, -0.4067, -0.6571, 0.3281, 0.2286, 0.4359, 0.3305, 0.2224, 0.2405, 0.3182, 0.2009, 0.2162, 0.3496]}

***

Entry two
{"formula": "C4H10O", "method": "wB97M-V/def2-TZVPD", "multiplicity": 1, "e_lumo_ev": 1.158, "orbital_gap_ev": 9.627, "symbols": ["C", "C", "C", "O", "C", "H", "H", "H", "H", "H", "H", "H", "H", "H", "H"], "coordinates": [[1.47172, 1.78257, 0.14704], [0.09393, 1.20637, 0.30515], [-0.13273, -0.07827, 0.56841], [-1.38238, -0.57367, 0.77539], [-1.46952, -1.98213, 0.78794], [2.21435, 0.99838, -0.03903], [0.96061, 0.29614, -2.76679], [1.51418, 2.48338, -0.69444], [0.50422, 0.20179, -2.18623], [-0.76069, 1.87429, 0.21697], [1.78453, 2.33344, 1.04382], [0.68409, -0.79799, 0.66963], [-2.48508, -2.23070, 1.10146], [-1.28555, -2.40940, -0.20717], [-0.75809, -2.41926, 1.50224]], "nbo_charge": [-0.6330, -0.2699, 0.1210, -0.5133, -0.2479, 0.2097, -0.0126, 0.2143, 0.0056, 0.2087, 0.2136, 0.1625, 0.1979, 0.1730, 0.1705]}

***

Entry three
{"formula": "C4H10O", "method": "wB97M-V/def2-TZVPD", "multiplicity": 1, "e_lumo_ev": 1.003, "orbital_gap_ev": 11.243, "symbols": ["C", "C", "C", "C", "O", "H", "H", "H", "H", "H", "H", "H", "H", "H", "H"], "coordinates": [[-1.56206, -1.10528, 0.67201], [-0.59873, 0.07449, 0.71697], [0.05392, 0.44747, -0.61317], [1.24679, 1.36697, -0.36831], [0.47096, -0.74884, -1.25614], [-1.05854, -1.99679, 0.29017], [-2.42675, -0.90861, 0.02991], [-1.93020, -1.32182, 1.68116], [-1.11064, 0.97029, 1.09175], [0.19633, -0.14981, 1.43908], [-0.69129, 0.96817, -1.23939], [0.94867, 2.26310, 0.18705], [1.99030, 0.81897, 0.22102], [1.72075, 1.69627, -1.30179], [0.97265, -0.49910, -2.04262]], "nbo_charge": [-0.6061, -0.4065, 0.0989, -0.6304, -0.7251, 0.2216, 0.2008, 0.2062, 0.2009, 0.1958, 0.1491, 0.2139, 0.2119, 0.2023, 0.4667]}

***

Entry four
{"formula": "C4H10O", "method": "wB97M-V/def2-TZVPD", "multiplicity": 1, "e_lumo_ev": 0.964, "orbital_gap_ev": 11.040, "symbols": ["C", "C", "C", "C", "O", "H", "H", "H", "H", "H", "H", "H", "H", "H", "H"], "coordinates": [[-0.86230, 1.34650, 0.63488], [-1.05067, -0.20198, 0.40670], [0.09607, -0.79391, -0.41373], [1.48602, -0.32786, 0.07516], [-0.12810, -0.41860, -1.80407], [-0.74342, 1.68968, -0.39220], [0.08316, 1.44449, 1.16557], [-1.62949, 1.86952, 1.18104], [-1.02145, -0.74233, 1.35292], [-2.01703, -0.27341, -0.08614], [0.06083, -1.88630, -0.48550], [2.24256, -1.06407, -0.16379], [1.58308, 0.67929, -0.31067], [1.43606, -0.38499, 1.16758], [0.46469, -0.93604, -2.32776]], "nbo_charge": [-0.6179, -0.4103, 0.1036, -0.6507, -0.7413, 0.2163, 0.1970, 0.2139, 0.1976, 0.2171, 0.1639, 0.2131, 0.2276, 0.2084, 0.4618]}

***

Stability, lowest: entry one

***

Entry one
{"formula": "C4H10O", "method": "wB97M-V/def2-TZVPD", "multiplicity": 1, "e_lumo_ev": 0.864, "orbital_gap_ev": 8.116, "symbols": ["C", "C", "C", "C", "O", "H", "H", "H", "H", "H", "H", "H", "H", "H", "H"], "coordinates": [[2.07614, 0.46447, 0.77350], [0.68858, 0.17226, 0.74790], [-0.14742, 0.43782, -0.47270], [-1.47264, -0.30352, -0.51637], [-2.23109, 0.26780, -1.56533], [2.62112, 0.58152, -0.15589], [2.58496, 0.59983, 1.71916], [1.47062, -0.85999, 0.75620], [0.47844, -1.51749, 0.74100], [0.16637, 0.22428, 1.70125], [0.43029, 0.23796, -1.38104], [-0.34813, 1.51818, -0.46026], [-1.29344, -1.37453, -0.67850], [-1.98618, -0.19728, 0.45404], [-3.03761, -0.25131, -1.66296]], "nbo_charge": [-0.7098, -0.1592, -0.4527, -0.0564, -0.7195, 0.2130, 0.2205, 0.3869, -0.2215, 0.2360, 0.2217, 0.2381, 0.1779, 0.1543, 0.4707]}

***

Entry two
{"formula": "C4H10O", "method": "wB97M-V/def2-TZVPD", "multiplicity": 1, "e_lumo_ev": 0.909, "orbital_gap_ev": 7.927, "symbols": ["C", "C", "C", "C", "O", "H", "H", "H", "H", "H", "H", "H", "H", "H", "H"], "coordinates": [[-0.46238, -0.58463, -0.42112], [-0.43627, 0.75408, -0.01408], [0.64931, -1.54492, -0.18388], [0.53039, 1.37960, 0.95530], [-1.40985, -1.04593, -1.22989], [-1.89666, -0.31730, -1.64396], [0.40330, 0.94431, -1.43196], [-1.28324, 1.35991, -0.30489], [-1.19616, -0.24985, 1.07597], [0.45144, -2.49014, -0.68445], [1.57192, -1.12770, -0.59357], [0.76943, -1.71238, 0.88539], [0.01526, 1.62162, 1.88645], [1.36327, 0.71882, 1.18550], [0.93023, 2.29451, 0.51919]], "nbo_charge": [0.4812, -0.2934, -0.6981, -0.6368, -0.6535, 0.4927, -0.2523, 0.2357, -0.0921, 0.2430, 0.2445, 0.2485, 0.2214, 0.2196, 0.2396]}

***

Stability, lowest: entry one